Record 1
{
  "formula": "C12H16AuCl2N2O2P",
  "method": "ωB97M-V/def2-TZVPD",
  "de_lowest_kcal_mol": 9.84,
  "homo_energy_ev": [-15.744, -15.737],
  "charge": 2,
  "spin_multiplicity": 3,
  "s2": 2.011,
  "gap_ha": [0.3189, 0.1132],
  "species": ["C", "C", "H", "H", "H", "O", "Cl", "Au", "P", "C", "C", "H", "H", "H", "C", "H", "H", "H", "H", "H", "H", "C", "O", "Cl", "N", "C", "C", "C", "C", "N", "C", "C", "H", "H", "H", "H"],
  "positions_angstrom": [[-0.118931, -4.424849, -4.310094], [-0.019944, -3.555467, -3.096164], [-1.173779, -4.628320, -4.512657], [0.413509, -5.369314, -4.138767], [0.325267, -3.903235, -5.169700], [-0.926231, -3.043332, -2.479941], [1.672829, -3.329491, -2.617249], [-0.045222, -0.226093, -0.246608], [0.104419, 1.673522, -1.741893], [-1.298701, 2.819146, -1.569421], [1.516973, 2.759778, -1.418990], [0.890810, 0.468356, -3.675042], [0.155292, 2.055337, -4.119227], [-0.881768, 0.658712, -3.691401], [0.069709, 1.166006, -3.479978], [2.438982, 2.172175, -1.392230], [1.568407, 3.530469, -2.193031], [-1.194584, 3.608721, -2.327710], [-1.270121, 3.265596, -0.565997], [1.369541, 3.235432, -0.442178], [-2.247213, 2.284812, -1.711114], [-1.766252, -0.097968, 0.591385], [-2.764598, 0.089540, 1.129168], [2.070076, -0.373932, -1.169238], [-0.120774, 0.035828, 7.981225], [0.012268, -0.015775, 6.819419], [0.111716, -0.059725, 5.377914], [-0.149750, -1.244735, 4.688463], [-0.172477, -1.210422, 3.287117], [0.075276, -0.096901, 2.593454], [0.396466, 1.021142, 3.247339], [0.427282, 1.089492, 4.644524], [-0.367524, -2.178270, 5.202405], [-0.397249, -2.114386, 2.717472], [0.634618, 1.906871, 2.651843], [0.661686, 2.031280, 5.136891]],
  "atomic_forces_ev_per_a": [[0.01, -0.15, -0.09], [-3.17, 0.62, 0.55], [0.16, 0.08, 0.13], [-0.03, 0.24, -0.14], [0.01, -0.19, 0.25], [2.27, -0.71, -1.00], [0.91, 0.79, 0.60], [1.06, 0.16, 0.04], [-1.01, 2.00, -1.06], [-0.11, -0.36, 0.29], [0.20, -0.52, 0.39], [-0.13, 0.22, -0.14], [0.04, -0.18, 0.19], [0.21, 0.16, 0.08], [0.11, -0.42, 0.10], [0.03, 0.38, -0.10], [0.00, -0.12, -0.01], [-0.05, -0.20, 0.19], [-0.11, -0.05, -0.29], [0.05, -0.06, -0.19], [0.18, 0.25, -0.01], [-4.92, 0.30, 2.57], [3.31, -0.53, -1.87], [0.90, -1.62, -0.20], [0.35, -0.14, -2.70], [-0.23, 0.14, 2.35], [0.00, 0.02, -0.12], [-0.16, -0.09, -0.67], [0.09, -0.06, 0.75], [0.18, -0.12, -0.43], [0.06, 0.17, 0.72], [-0.10, 0.06, -0.45], [0.04, 0.27, -0.02], [0.03, 0.23, 0.19], [-0.12, -0.29, 0.19], [-0.05, -0.26, -0.07]]
}



Record 2
{
  "formula": "C12H16Br2IrNO4Se2",
  "method": "ωB97M-V/def2-TZVPD",
  "de_lowest_kcal_mol": 2.51,
  "homo_energy_ev": [-11.002, -10.982],
  "charge": 1,
  "spin_multiplicity": 2,
  "s2": 0.755,
  "gap_ha": [0.2677, 0.2047],
  "species": ["Ir", "Br", "C", "Br", "H", "H", "O", "C", "C", "C", "O", "C", "Se", "C", "Se", "H", "H", "H", "H", "H", "H", "H", "H", "H", "H", "O", "C", "O", "C", "C", "C", "C", "C", "N", "H", "H", "H", "H"],
  "positions_angstrom": [[-0.686306, 1.173499, 0.668137], [-0.430270, 3.663918, 1.867105], [-1.839168, 2.990937, 3.019441], [-1.556275, 1.084710, 3.220484], [-2.782857, 3.138677, 2.509330], [-1.762935, 3.476111, 3.983879], [2.583403, -3.290196, -0.920954], [1.992555, -3.564101, 0.337632], [1.162308, -2.338568, 0.759829], [0.460689, -2.699501, 2.069845], [0.205707, -1.514841, 2.827672], [0.212947, -2.001620, -0.401401], [-1.411317, -1.002016, -0.052292], [2.165401, -1.210485, 1.000984], [1.570298, 0.628226, 1.209439], [3.111816, -4.044382, -1.199171], [2.761400, -3.760877, 1.093453], [1.330328, -4.436305, 0.286940], [1.116963, -3.364664, 2.640798], [-0.469705, -3.233327, 1.852524], [-0.071016, -1.773206, 3.712077], [-0.177929, -2.927936, -0.829327], [0.766848, -1.518300, -1.203410], [2.849779, -1.154893, 0.149934], [2.762085, -1.376805, 1.898428], [-3.897446, 2.840740, -1.077194], [-2.865277, 2.324305, -0.747257], [-2.602790, 1.797287, 0.430295], [-1.692506, 2.257819, -1.718261], [-1.802076, 2.693662, -3.022196], [-0.707228, 2.580851, -3.862122], [0.470176, 2.037706, -3.368397], [0.525763, 1.632560, -2.050274], [-0.537442, 1.751267, -1.242174], [-2.753317, 3.099260, -3.336866], [-0.767666, 2.912861, -4.889575], [1.345031, 1.922945, -3.991693], [1.420012, 1.204685, -1.625644]],
  "atomic_forces_ev_per_a": [[-0.14, 0.06, 0.63], [-0.02, 0.00, -0.04], [0.08, -0.01, -0.01], [0.20, -0.13, -0.35], [0.02, -0.04, 0.00], [-0.02, -0.02, 0.01], [-0.04, 0.01, 0.04], [0.00, 0.02, 0.03], [0.01, 0.24, -0.01], [-0.04, -0.04, -0.03], [-0.01, -0.10, -0.04], [0.10, -0.06, -0.02], [-0.10, 0.04, 0.11], [-0.04, 0.06, -0.26], [0.03, 0.08, 0.13], [-0.01, 0.00, 0.01], [-0.01, -0.01, 0.02], [0.00, -0.01, -0.01], [-0.03, 0.00, 0.04], [-0.01, 0.05, 0.03], [0.03, -0.06, 0.04], [0.00, -0.03, 0.03], [0.03, 0.00, -0.03], [0.03, -0.02, 0.02], [0.00, -0.04, 0.00], [-0.01, -0.04, 0.02], [0.21, -0.02, 0.06], [-0.08, 0.20, -0.49], [0.00, -0.06, 0.09], [-0.03, -0.03, 0.07], [0.02, 0.03, -0.02], [-0.02, 0.01, 0.04], [-0.16, 0.03, -0.05], [0.00, -0.12, -0.10], [0.00, 0.01, -0.02], [-0.01, -0.02, 0.00], [0.00, 0.01, 0.00], [0.02, -0.01, 0.06]]
}



Record 3
{
  "formula": "C12H16Cl2N2O2PRu",
  "method": "ωB97M-V/def2-TZVPD",
  "homo_energy_ev": [-19.873, -19.784],
  "charge": 3,
  "spin_multiplicity": 5,
  "s2": 6.060,
  "gap_ha": [0.3027, 0.1490],
  "species": ["C", "C", "H", "H", "H", "O", "Cl", "Ru", "P", "C", "C", "H", "H", "H", "C", "H", "H", "H", "H", "H", "H", "C", "O", "Cl", "N", "C", "C", "C", "C", "C", "N", "C", "H", "H", "H", "H"],
  "positions_angstrom": [[4.048867, 2.951188, -1.521564], [3.164626, 1.979399, -0.798331], [5.033876, 2.892806, -1.060101], [3.690166, 3.987358, -1.478507], [4.167052, 2.695032, -2.569117], [3.398352, 1.396022, 0.237322], [1.581266, 1.772467, -1.606668], [-0.008547, -0.048583, -0.070538], [0.313673, -1.917934, -1.298582], [0.786530, -3.616206, -0.760198], [-1.048054, -2.320580, -2.418203], [1.543964, -0.354875, -2.642573], [1.828806, -2.082358, -3.137014], [2.622571, -1.400689, -1.665715], [1.718672, -1.384749, -2.294409], [-1.455584, -1.388045, -2.828713], [-0.672207, -2.979678, -3.216612], [1.012774, -4.241148, -1.643178], [-0.053578, -4.078541, -0.216197], [-1.827696, -2.850137, -1.851221], [1.667895, -3.605291, -0.099423], [0.601273, -1.046728, 1.316816], [0.572000, -1.783655, 2.233626], [-1.242073, 1.106463, -1.697527], [-6.095984, 1.436575, 1.972760], [-4.927664, 1.347031, 2.049599], [-3.499055, 1.304590, 2.270968], [-3.002508, 1.836698, 3.452820], [-1.643564, 1.770836, 3.697999], [-0.808041, 1.230985, 2.702633], [-1.282499, 0.765473, 1.536003], [-2.613229, 0.728718, 1.340543], [-3.683319, 2.306828, 4.162420], [-1.215926, 2.170419, 4.609675], [0.262920, 1.165519, 2.869674], [-2.935756, 0.254791, 0.421533]],
  "atomic_forces_ev_per_a": [[0.39, -0.13, 0.15], [2.30, -0.16, 2.56], [-0.07, 0.08, 0.12], [-0.21, -0.30, 0.15], [-0.23, -0.14, -0.22], [-1.28, 0.92, -2.49], [-0.66, -0.01, 0.43], [-1.26, 3.77, -2.87], [0.51, -3.26, -2.28], [-0.03, 0.38, 1.12], [-0.53, 0.67, 0.21], [0.23, -0.76, -0.24], [-0.08, 0.11, 0.20], [-0.18, -0.01, -0.28], [0.32, 0.75, 0.04], [-0.01, -0.45, -0.15], [-0.01, 0.23, 0.28], [-0.15, 0.55, 0.15], [0.30, 0.12, -0.18], [0.15, 0.13, -0.24], [-0.26, -0.04, -0.24], [0.96, -5.80, 6.69], [0.59, 3.44, -3.96], [-0.06, -0.81, 0.75], [0.37, -0.08, -0.08], [1.63, -0.08, 0.16], [-2.88, -0.06, -0.29], [0.83, 0.74, 1.49], [-0.63, 0.23, -0.13], [-0.11, 0.23, 0.49], [-1.37, -0.12, -0.41], [1.61, -0.18, -0.80], [0.15, -0.13, -0.06], [0.02, -0.07, 0.00], [-0.01, 0.12, -0.07], [-0.30, 0.15, 0.02]]
}